ORCA calculation (ωB97M-V with the def2-TZVPD basis set) on a 2-piece molecular cluster, C4H12N3 overall in a non-equilibrium geometry.

Geometry as ORCA input:
```
! wB97M-V def2-TZVPD RIJCOSX def2/J DEFGRID3
* xyz 1 1
C -3.223 -0.019 0.340
C -2.223 0.693 -0.125
C -0.425 -1.573 -0.371
C -0.546 -0.085 -0.237
N 0.470 1.890 0.513
N 0.459 0.594 0.117
N 3.113 -0.269 -0.318
H -4.180 0.315 0.564
H -3.110 -1.032 0.376
H -2.259 1.808 -0.173
H -1.230 -1.935 -1.123
H 0.549 -1.731 -0.893
H -0.300 -2.152 0.473
H 1.411 2.181 0.766
H -0.362 2.147 0.950
H 1.308 0.051 0.055
H 3.650 0.685 -0.149
H 3.434 -0.873 0.415
H 3.463 -0.696 -1.178
*
```

highest occupied orbital energy = -13.95 eV
relative energy (zero: lowest compared OMol25 entry of this formula, charge and spin) = 4.357 eV
frontier orbital gap = 10.40 eV
energy = -8803.3773 eV
molar mass = 102.2 u

=====

ORCA calculation (ωB97M-V with the def2-TZVPD basis set) on an isolated ion of composition C4H12N3 and charge +1 in a non-equilibrium geometry.

Geometry as ORCA input:
```
! wB97M-V def2-TZVPD RIJCOSX def2/J DEFGRID3
* xyz 1 1
C -0.898 -1.364 1.329
C -1.126 -0.844 -0.054
C 0.033 0.118 -0.415
C 0.993 -0.202 -1.350
N 1.923 0.587 -2.018
N -0.116 1.532 -0.063
N -0.763 -0.072 2.087
H 0.016 -1.867 1.400
H -1.684 -1.928 1.743
H -1.283 -1.744 -0.621
H -1.969 -0.133 -0.218
H 0.891 -1.237 -1.684
H 2.781 0.166 -2.223
H 2.045 1.624 -1.579
H -0.771 1.838 -0.778
H 0.741 2.130 -0.203
H -1.627 0.138 2.658
H 0.045 -0.312 2.895
H -0.502 0.747 1.514
*
```

highest occupied orbital energy = -11.84 eV
relative energy (zero: lowest compared OMol25 entry of this formula, charge and spin) = 2.818 eV
frontier orbital gap = 8.52 eV
energy = -8804.9159 eV
molar mass = 102.2 u

=====

ORCA calculation (ωB97M-V with the def2-TZVPD basis set) on a 2-piece molecular cluster, C4H12N3 overall in a non-equilibrium geometry.

Geometry as ORCA input:
```
! wB97M-V def2-TZVPD RIJCOSX def2/J DEFGRID3
* xyz 2 2
C 2.970 0.995 -0.349
C 2.816 -0.300 0.136
N 1.892 -1.126 -0.326
H 2.273 1.361 -1.094
H 3.770 1.663 -0.077
H 3.513 -0.743 0.837
H 1.031 -0.718 -0.683
H 1.705 -1.922 0.278
C -2.047 0.322 -0.472
C -1.424 0.140 0.709
N -2.162 -0.666 1.728
N -1.553 0.873 -1.590
H -3.029 -0.133 -0.562
H -0.504 0.573 1.060
H -1.753 -0.562 2.658
H -3.135 -0.354 1.811
H -2.190 -1.664 1.496
H -0.567 1.003 -1.732
H -2.069 0.818 -2.453
*
```

highest occupied orbital energy (alpha / beta) = -16.62 / -16.62 eV
relative energy (zero: lowest compared OMol25 entry of this formula, charge and spin) = 1.246 eV
frontier orbital gap (alpha / beta) = 9.47 / 5.88 eV
energy = -8793.9565 eV
molar mass = 102.2 u

=====

ORCA calculation (ωB97M-V with the def2-TZVPD basis set) on an isolated ion of composition C4H12N3O and charge +1 in a non-equilibrium geometry.

Geometry as ORCA input:
```
! wB97M-V def2-TZVPD RIJCOSX def2/J DEFGRID3
* xyz 1 1
C 1.893 -0.731 0.547
C 1.596 1.049 -0.884
C -2.814 -0.670 0.354
C -1.034 0.773 0.096
N 2.245 0.637 0.246
N 0.529 -1.064 0.056
N 0.142 0.086 -0.634
O -2.252 0.411 -0.378
H 2.716 -1.339 0.166
H 1.909 -0.827 1.665
H 1.303 2.068 -1.030
H 1.994 0.681 -1.787
H -3.807 -0.848 -0.127
H -3.008 -0.237 1.399
H -2.424 -1.652 0.413
H -0.969 0.324 1.145
H -0.856 1.910 0.166
H 2.409 1.372 0.845
H 0.656 -1.811 -0.623
H -0.227 -0.134 -1.636
*
```

highest occupied orbital energy = -14.26 eV
relative energy (zero: lowest compared OMol25 entry of this formula, charge and spin) = 4.501 eV
frontier orbital gap = 11.17 eV
energy = -10850.5923 eV
molar mass = 118.2 u

=====

ORCA calculation (ωB97M-V with the def2-TZVPD basis set) on an isolated ion of composition C4H12N3O and charge +1 in a non-equilibrium geometry.

Geometry as ORCA input:
```
! wB97M-V def2-TZVPD RIJCOSX def2/J DEFGRID3
* xyz 1 1
N -2.040 -0.070 0.195
C -1.872 0.002 -1.262
C -0.369 0.268 -1.743
N 0.467 -0.474 -0.711
C 1.293 0.360 0.139
C 1.047 -0.168 1.552
N 2.263 -0.267 2.172
O -0.037 -0.497 2.009
H -2.045 0.818 0.689
H -2.802 -0.709 0.312
H -1.204 -0.525 0.501
H -2.138 -0.974 -1.715
H -2.523 0.846 -1.513
H -0.168 -0.184 -2.794
H -0.013 1.383 -1.547
H 1.098 -1.196 -1.120
H 2.423 0.378 -0.182
H 1.051 1.388 0.079
H 2.422 -0.387 3.154
H 3.145 0.008 1.783
*
```

highest occupied orbital energy = -13.56 eV
relative energy (zero: lowest compared OMol25 entry of this formula, charge and spin) = 1.535 eV
frontier orbital gap = 10.57 eV
energy = -10853.5582 eV
molar mass = 118.2 u

=====

ORCA calculation (ωB97M-V with the def2-TZVPD basis set) on a 2-piece molecular cluster, C4H12N3O overall in a non-equilibrium geometry.

Geometry as ORCA input:
```
! wB97M-V def2-TZVPD RIJCOSX def2/J DEFGRID3
* xyz 1 3
C -2.972 -0.534 0.645
C 3.141 -0.854 -0.891
C 2.740 0.416 -0.065
C 1.252 0.523 0.027
N -3.956 -0.660 -0.294
N -2.078 0.366 0.647
N 0.629 0.376 1.076
O -2.087 1.351 -0.374
H -2.920 -1.379 1.327
H 3.538 -0.562 -1.922
H 3.961 -1.396 -0.383
H 2.366 -1.496 -1.146
H 3.127 1.226 -0.588
H 3.130 0.375 0.966
H -2.633 1.999 -0.051
H 0.624 0.723 -0.907
H -4.628 -1.422 -0.220
H -0.598 0.462 1.194
H 1.183 0.324 1.911
H -3.818 0.163 -0.952
*
```

highest occupied orbital energy (alpha / beta) = -8.60 / -14.50 eV
relative energy (zero: lowest compared OMol25 entry of this formula, charge and spin) = 2.359 eV
frontier orbital gap (alpha / beta) = 5.50 / 8.14 eV
energy = -10846.6480 eV
molar mass = 118.2 u

=====

ORCA calculation (ωB97M-V with the def2-TZVPD basis set) on a 2-piece molecular cluster, C4H12N3O2 overall in a non-equilibrium geometry.

Geometry as ORCA input:
```
! wB97M-V def2-TZVPD RIJCOSX def2/J DEFGRID3
* xyz 1 1
C 1.998 0.571 -0.046
C 0.439 1.011 -2.000
C 3.234 -0.573 1.615
C -0.498 0.013 -0.038
N -1.707 0.132 -0.440
N 0.698 0.447 -0.700
N -3.764 -0.793 0.690
O 2.810 1.367 -0.396
O 1.960 -0.335 0.912
H -0.394 1.735 -2.065
H 1.375 1.277 -2.475
H 0.139 0.106 -2.553
H 3.040 -0.913 2.605
H 3.810 0.286 1.504
H 3.564 -1.575 1.213
H -0.370 -0.448 0.883
H -2.649 -0.304 -0.143
H -1.820 0.478 -1.406
H -3.916 -1.805 0.794
H -4.634 -0.376 0.509
H -3.314 -0.300 1.539
*
```

highest occupied orbital energy = -14.28 eV
relative energy (zero: lowest compared OMol25 entry of this formula, charge and spin) = 2.074 eV
frontier orbital gap = 10.94 eV
energy = -12901.0360 eV
molar mass = 134.2 u

=====

ORCA calculation (ωB97M-V with the def2-TZVPD basis set) on one molecule with the formula C4H12N3O2P in a non-equilibrium geometry.

Geometry as ORCA input:
```
! wB97M-V def2-TZVPD RIJCOSX def2/J DEFGRID3
* xyz 0 1
C 2.088 -0.537 0.688
C -1.684 0.235 -0.126
C 1.510 -0.969 2.070
C -2.126 2.586 -0.090
N 1.591 0.102 -2.015
N 0.449 -1.952 -1.158
N -2.040 -0.939 0.239
O -0.667 0.436 -0.985
O -2.486 1.245 0.283
P 0.907 -0.479 -0.595
H 2.638 0.406 0.529
H 0.580 -0.480 2.313
H 2.267 -0.687 2.848
H 1.374 -2.109 2.100
H -1.032 2.662 -0.390
H -2.122 3.137 0.843
H -2.777 2.784 -0.946
H 1.835 1.049 -2.184
H 2.008 -0.659 -2.451
H 0.953 -2.570 -0.693
H -0.509 -2.305 -1.196
H -2.757 -0.957 0.914
*
```

highest occupied orbital energy = -8.18 eV
relative energy (zero: lowest compared OMol25 entry of this formula, charge and spin) = 2.977 eV
frontier orbital gap = 8.83 eV
energy = -22195.0429 eV
molar mass = 165.1 u

=====

ORCA calculation (ωB97M-V with the def2-TZVPD basis set) on C4H12N3OS as an isolated structure in a non-equilibrium geometry.

Geometry as ORCA input:
```
! wB97M-V def2-TZVPD RIJCOSX def2/J DEFGRID3
* xyz 1 1
C 1.536 -0.795 -1.752
C 0.333 -2.226 -0.276
C -2.159 1.269 0.766
C -1.574 0.860 -0.570
N 1.086 1.656 -0.348
N -0.869 1.442 1.386
N 0.688 -0.999 -0.877
O 1.381 -0.736 1.822
S 0.115 0.731 0.284
H 1.758 0.235 -1.744
H 2.053 -1.505 -2.407
H 0.546 -1.958 0.750
H 1.038 -2.965 -0.641
H -0.697 -2.616 -0.285
H -2.712 2.238 0.561
H -2.805 0.579 1.405
H -1.417 1.701 -1.216
H -1.944 0.106 -1.248
H 1.933 1.775 0.192
H 2.260 -0.382 1.844
H -0.549 1.592 2.353
*
```

highest occupied orbital energy (alpha / beta) = -13.91 / -13.91 eV
relative energy (zero: lowest compared OMol25 entry of this formula, charge and spin) = 6.874 eV
frontier orbital gap (alpha / beta) = 7.33 / 7.32 eV
energy = -21681.2389 eV
molar mass = 150.2 u

=====

ORCA calculation (ωB97M-V with the def2-TZVPD basis set) on a 2-piece molecular cluster, C4H12N4 overall in a non-equilibrium geometry.

Geometry as ORCA input:
```
! wB97M-V def2-TZVPD RIJCOSX def2/J DEFGRID3
* xyz 0 1
C -2.139 -0.920 0.507
C -1.076 1.082 -0.149
N -0.649 1.447 1.080
N -0.753 2.017 -1.068
N -1.640 -0.012 -0.515
H -0.705 2.444 1.243
H -1.018 0.895 1.843
H 0.197 2.352 -0.979
H -0.911 1.659 -2.005
H -2.971 -0.486 1.069
H -1.345 -1.215 1.199
H -2.504 -1.828 0.018
C 2.656 -0.599 0.293
C 1.583 -0.932 -0.694
N 0.785 -1.949 -0.501
H 0.228 -2.137 -1.343
H 1.481 -0.300 -1.592
H 2.582 -1.215 1.192
H 3.634 -0.757 -0.173
H 2.567 0.453 0.576
*
```

highest occupied orbital energy = -8.62 eV
relative energy (zero: lowest compared OMol25 entry of this formula, charge and spin) = 0.746 eV
frontier orbital gap = 9.52 eV
energy = -10302.5261 eV
molar mass = 116.2 u